No. 1
Molecular formula: C25H26HfN8O3S
Method: DFT, ωB97M-V/def2-TZVPD

Each line ends with the Mulliken charge.
CARTESIAN COORDINATES (ANGSTROEM)
1 Hf -0.05 0.24 -0.82  1.078
2 C -2.77 2.87 -5.14  -0.998
3 O -1.89 2.38 -4.16  -0.278
4 C -1.63 3.29 -3.14  0.370
5 C -2.19 4.53 -3.09  -0.360
6 C -1.97 5.43 -2.01  -1.158
7 C -1.17 5.03 -0.97  -0.781
8 C -0.62 3.76 -0.99  0.667
9 C -0.23 3.28 0.33  -0.169
10 N 0.04 2.03 0.61  0.584
11 N 0.20 1.74 1.96  -0.894
12 C 0.03 0.48 2.14  0.155
13 O -0.22 -0.46 1.15  -0.088
14 C 0.09 -0.06 3.53  0.938
15 C -0.69 -1.16 3.83  -0.087
16 C -0.76 -1.71 5.15  -0.839
17 C -0.13 -0.98 6.11  -0.400
18 C 0.56 0.20 5.84  -0.593
19 C 0.65 0.73 4.57  -0.650
20 C -0.87 2.88 -2.07  0.779
21 O -0.36 1.63 -2.05  -0.569
22 H -3.69 3.28 -4.69  0.456
23 H -3.09 2.02 -5.74  0.210
24 H -2.25 3.67 -5.78  0.386
25 H -2.69 4.83 -4.09  0.332
26 H -2.52 6.37 -2.01  0.405
27 H -0.85 5.62 -0.17  0.501
28 H -0.13 4.02 1.15  0.332
29 H -1.14 -1.70 3.04  0.236
30 H -1.33 -2.62 5.30  0.442
31 H -0.24 -1.28 7.14  0.416
32 H 0.96 0.74 6.67  0.457
33 H 1.22 1.64 4.38  0.416
34 N -2.92 -2.79 -2.01  -0.028
35 C -3.28 -2.90 -0.68  -0.711
36 C -2.56 -1.93 -0.03  -0.288
37 N -1.75 -1.23 -0.93  -0.139
38 C -1.97 -1.82 -2.13  -0.066
39 C -0.95 -1.64 -3.13  0.318
40 N 0.21 -1.10 -2.75  -0.216
41 C 1.01 -1.03 -3.89  -0.359
42 C 0.31 -1.52 -4.96  -0.605
43 N -0.96 -1.90 -4.48  -0.104
44 H -3.36 -3.47 -2.68  0.283
45 H -4.00 -3.62 -0.34  0.426
46 H -2.55 -1.71 1.03  0.427
47 H 1.99 -0.64 -3.84  0.505
48 H 0.63 -1.70 -5.99  0.410
49 H -1.72 -2.28 -5.08  0.243
50 S 2.57 0.23 -0.42  -0.473
51 C 2.99 -1.12 0.64  0.694
52 N 4.29 -1.33 0.85  -0.211
53 C 4.81 -2.11 1.98  -0.600
54 C 3.66 -2.65 2.94  -0.598
55 C 2.52 -3.11 2.05  -0.733
56 N 2.13 -1.92 1.26  0.175
57 H 4.83 -0.61 0.39  0.279
58 H 5.60 -1.48 2.39  0.394
59 H 5.22 -3.05 1.49  0.296
60 H 3.27 -1.87 3.52  0.314
61 H 4.02 -3.39 3.66  0.398
62 H 1.64 -3.49 2.52  0.437
63 H 2.85 -3.98 1.41  0.282
64 H 1.17 -1.57 1.20  -0.046

Properties
Charge   +2
2S+1   1
HOMO level   -0.48905 hartree
LUMO level   -0.2241 hartree
Energy   -56543.0737 eV


No. 2
Molecular formula: C5H14N2O
Method: DFT, ωB97M-V/def2-TZVPD

Each line ends with the Mulliken charge.
CARTESIAN COORDINATES (ANGSTROEM)
1 N -3.62 0.08 -0.56  -0.616
2 C -2.36 -0.58 -0.17  -0.003
3 C -2.07 -0.25 1.28  -0.578
4 N -0.83 -0.89 1.73  -0.441
5 H -4.38 -0.25 0.00  0.193
6 H -3.77 0.01 -1.55  0.210
7 H -1.57 -0.20 -0.82  -0.067
8 H -2.37 -1.66 -0.37  0.276
9 H -1.96 0.83 1.42  0.285
10 H -2.95 -0.55 1.86  0.333
11 H -0.67 -0.65 2.70  0.216
12 H -0.96 -1.89 1.70  0.206
13 C 2.39 -0.43 0.50  -0.891
14 C 2.42 0.42 -0.52  0.862
15 O 3.50 1.26 -0.64  -0.536
16 C 1.38 0.51 -1.60  -1.175
17 H 1.62 -1.18 0.56  0.177
18 H 3.19 -0.46 1.22  0.298
19 H 3.25 2.00 -1.21  0.307
20 H 0.66 -0.30 -1.54  0.218
21 H 0.82 1.44 -1.47  0.332
22 H 1.82 0.53 -2.60  0.393

Properties
SMILES string   C=C(C)O.NCCN
2S+1   1
HOMO level   -0.31024 hartree
LUMO level   0.0347 hartree
Energy   -10438.7826 eV


No. 3
Molecular formula: B2H8Rb
Method: DFT, ωB97M-V/def2-TZVPD

Each line ends with the Mulliken charge.
CARTESIAN COORDINATES (ANGSTROEM)
1 Rb 6.27 -14.79 30.99  0.600
2 B 5.09 -14.35 28.24  0.255
3 H 4.41 -14.70 29.17  -0.320
4 H 5.41 -13.19 28.41  -0.239
5 H 6.12 -14.98 28.25  -0.255
6 H 4.52 -14.47 27.19  -0.240
7 B 5.88 -17.85 30.83  0.241
8 H 5.80 -19.06 30.87  -0.237
9 H 4.79 -17.38 30.63  -0.218
10 H 6.33 -17.46 31.89  -0.356
11 H 6.65 -17.53 29.95  -0.230

Properties
Charge   -1
2S+1   1
HOMO level   -0.19581 hartree
LUMO level   0.0704 hartree
Energy   -2137.2118 eV


No. 4
Molecular formula: C4H12NPS2
Method: DFT, ωB97M-V/def2-TZVPD

Each line ends with the Mulliken charge.
CARTESIAN COORDINATES (ANGSTROEM)
1 C 1.58 2.30 0.44  -1.130
2 C -0.55 -2.75 0.06  -0.840
3 C -1.85 0.57 -1.32  -0.747
4 C 0.67 1.21 0.97  -0.530
5 N -0.63 -1.46 0.70  -0.598
6 P 0.80 -0.26 -0.15  0.424
7 S 2.56 -1.04 -0.37  -0.358
8 S -0.17 0.24 -1.93  -0.119
9 H 1.27 2.61 -0.56  0.305
10 H 1.56 3.17 1.10  0.351
11 H 2.61 1.94 0.38  0.327
12 H -0.86 -2.64 -0.98  0.284
13 H 0.45 -3.20 0.08  0.317
14 H -1.25 -3.43 0.56  0.322
15 H -1.98 0.06 -0.37  0.301
16 H -2.54 0.17 -2.06  0.345
17 H -2.00 1.64 -1.22  0.318
18 H -0.37 1.53 1.03  0.369
19 H 1.00 0.88 1.96  0.351
20 H -0.31 -1.53 1.67  0.306

Properties
2S+1   3
HOMO level (spin up / spin down)   -0.15895 / -0.31126 hartree
LUMO level (spin up / spin down)   0.0275 / -0.1323 hartree
Energy   -36787.6369 eV


No. 5
Molecular formula: C10H21BrClCuNO6P
Method: DFT, ωB97M-V/def2-TZVPD

Each line ends with the Mulliken charge.
CARTESIAN COORDINATES (ANGSTROEM)
1 C 3.67 1.42 0.66  -0.634
2 C 3.89 0.90 -0.90  -0.377
3 O 3.23 -0.38 -1.19  -0.221
4 C 3.86 -1.51 -0.50  -0.457
5 C 2.74 -2.75 -0.56  -0.565
6 O 1.43 -2.08 -0.24  -0.164
7 C 1.29 -1.90 1.22  -0.359
8 C -0.15 -1.07 1.45  0.742
9 O -0.28 -0.16 0.27  0.206
10 C -1.28 0.88 0.56  -1.166
11 P -2.50 0.92 -0.95  0.705
12 C -3.50 2.38 -0.24  -0.968
13 Br -1.08 2.47 -1.91  -0.407
14 C -3.64 -0.41 -0.18  -0.361
15 C -5.21 0.04 -0.02  0.306
16 O -6.00 -0.02 -1.12  -0.491
17 Cl -5.98 0.68 1.55  -0.196
18 O -1.56 -0.38 -1.69  -0.245
19 N -0.93 0.17 -2.78  -0.029
20 O 0.08 -0.53 -2.89  -0.317
21 H 3.39 2.55 0.74  0.308
22 H 2.86 0.70 1.16  0.021
23 H 4.70 1.16 1.22  0.257
24 H 3.34 1.72 -1.57  0.259
25 H 5.03 0.95 -1.24  0.311
26 H 4.87 -1.88 -0.98  0.342
27 H 4.07 -1.34 0.64  0.239
28 H 2.99 -3.63 0.17  0.296
29 H 2.65 -3.07 -1.69  0.302
30 H 1.12 -2.94 1.78  0.290
31 H 2.15 -1.30 1.73  0.193
32 H -0.11 -0.43 2.45  -0.832
33 H -1.04 -1.86 1.47  0.325
34 H -0.81 1.96 0.65  0.261
35 H -1.86 0.68 1.57  0.334
36 H -3.28 0.99 -2.16  0.206
37 H -2.85 3.38 -0.34  0.408
38 H -4.48 2.60 -0.87  0.263
39 H -3.71 2.26 0.91  0.199
40 H -3.64 -1.33 -0.94  0.252
41 H -3.28 -0.82 0.85  0.197
42 Cu -0.20 0.97 3.90  0.567

Properties
2S+1   1
HOMO level   -0.28009 hartree
LUMO level   -0.1527 hartree
Energy   -160963.5159 eV


No. 6
Molecular formula: C5H7NO
Method: DFT, ωB97M-V/def2-TZVPD

Each line ends with the Mulliken charge.
CARTESIAN COORDINATES (ANGSTROEM)
1 C -2.48 0.85 -0.53  0.535
2 C 1.40 1.75 -0.80  -0.650
3 C 1.38 1.43 0.65  -0.324
4 C 1.64 0.43 -0.15  -0.175
5 C -1.64 -0.70 1.22  -0.646
6 N -2.41 0.16 0.47  -0.279
7 O -2.92 1.48 -1.39  -0.436
8 H 0.48 2.03 -1.30  0.120
9 H 2.17 2.25 -1.21  0.279
10 H 1.07 1.80 1.52  0.413
11 H 1.77 -0.64 -0.49  0.338
12 H -2.30 -1.43 1.68  0.281
13 H -1.02 -1.26 0.59  0.311
14 H -1.11 -0.14 1.97  0.233

Properties
SMILES string   C1=CC1.CN=C=O
2S+1   1
HOMO level   -0.35454 hartree
LUMO level   0.0266 hartree
Energy   -8832.2453 eV